9
Properties=species:S:1:pos:R:3 method="wB97M-V/def2-TZVPD" max_force_ha_per_bohr=0.0391 orbital_gap_ev=8.5 charge=0 multiplicity=1
C -1.0942 1.3160 0.3208
C 1.1903 -0.3096 0.4059
H -3.2852 -1.3263 0.2264
H -1.2415 2.2963 0.8474
H 0.5956 -0.8304 1.2225
N -2.1115 0.5636 0.4086
S -2.0866 -1.0923 -0.2221
S 0.5031 1.0807 -0.4263
S 2.7169 -0.6210 0.0536